This record from the OMol25 dataset describes 6 unconnected molecules or ions with the total composition C16H46BrIO10P at a distorted geometry. The level of theory is ωB97M-V/def2-TZVPD.

Geometry (Å):
C1 -3.948 -2.343 1.004
C2 -3.139 -2.884 -0.329
Br1 -2.436 -1.360 -1.489
C3 -2.010 -4.032 -0.020
P1 -0.723 -3.567 1.313
C4 0.627 -3.287 2.637
C5 0.751 -1.747 3.188
C6 -0.677 -0.980 3.439
I1 2.172 -0.574 1.948
H1 -4.184 -3.297 1.677
H2 -4.971 -1.885 0.591
H3 -3.365 -1.532 1.625
H4 -3.966 -3.408 -1.013
H5 -2.580 -5.030 0.255
H6 -1.415 -4.247 -1.025
H7 0.326 -3.891 0.351
H8 -0.733 -4.978 1.721
H9 -1.710 -3.339 2.338
H10 -0.697 -2.159 0.911
H11 0.404 -4.023 3.541
H12 1.679 -3.568 2.150
H13 1.279 -1.820 4.256
H14 -1.551 -1.707 3.774
H15 -0.987 -0.293 2.520
H16 -0.520 -0.242 4.361
C7 -5.054 -0.287 4.426
C8 -6.482 -0.747 4.695
O1 -6.534 -1.400 5.965
O2 -4.173 -1.408 4.459
H17 -4.972 0.194 3.448
H18 -4.721 0.412 5.199
H19 -6.798 -1.477 3.944
H20 -7.183 0.093 4.695
H21 -6.403 -0.719 6.647
H22 -4.512 -1.995 5.163
C9 -0.668 2.899 -0.779
C10 0.169 1.857 -1.514
O3 0.182 0.645 -0.757
O4 -0.128 3.117 0.522
H23 -0.678 3.850 -1.319
H24 -1.697 2.548 -0.652
H25 1.206 2.193 -1.605
H26 -0.230 1.652 -2.512
H27 -0.713 0.264 -0.804
H28 0.186 2.245 0.832
C11 5.628 1.792 -0.967
C12 4.923 2.910 -1.729
O5 4.083 3.634 -0.828
O6 4.660 0.932 -0.371
H29 6.261 1.199 -1.633
H30 6.242 2.203 -0.160
H31 4.279 2.495 -2.509
H32 5.639 3.600 -2.185
H33 4.663 4.128 -0.224
H34 3.927 1.512 -0.082
C13 2.167 5.469 -4.967
C14 1.096 4.731 -4.171
O7 1.541 3.398 -3.909
O8 2.430 4.772 -6.182
H35 1.848 6.486 -5.209
H36 3.105 5.511 -4.405
H37 0.172 4.654 -4.751
H38 0.884 5.231 -3.222
H39 2.272 3.456 -3.270
H40 2.366 3.820 -5.966
C15 2.969 -1.521 -2.742
C16 1.540 -1.981 -2.473
O9 1.488 -2.634 -1.202
O10 3.849 -2.642 -2.709
H41 3.051 -1.040 -3.720
H42 3.302 -0.822 -1.969
H43 1.224 -2.711 -3.224
H44 0.840 -1.141 -2.473
H45 1.619 -1.952 -0.520
H46 3.510 -3.229 -2.004

total charge	-1
HOMO-LUMO gap	5.439	eV
2S+1	1
total energy	-125238.01276	eV
E_LUMO	2.0838	eV
HOMO level	-3.35	eV